[1]
# C10H16

A cluster of 2 separate species, C10H16 in total at a distorted geometry (ωB97M-V with the def2-TZVPD basis set, OMol25).

As for the SMILES: Cc1ccccc1.CCC. The gap between HOMO and LUMO is 10.0 eV. The value obtained for the HOMO energy is -0.3310 Ha.

```
26
C10H16 ωB97M-V with the def2-TZVPD basis set
C -1.11 0.18 2.34
C -0.05 -1.58 0.95
C -1.09 -0.68 1.11
C -0.09 -2.53 -0.06
C -2.17 -0.73 0.23
C -1.18 -2.58 -0.91
C -2.24 -1.70 -0.76
H 0.81 -1.61 1.61
H 0.72 -3.23 -0.18
H -1.80 1.03 2.25
H -0.10 0.44 2.68
H -2.89 0.08 0.30
H -1.15 -3.31 -1.71
H -3.08 -1.74 -1.44
H -1.55 -0.37 3.19
C 1.45 1.09 -0.92
C 1.14 2.08 -2.09
C 2.01 1.74 0.35
H 2.10 0.31 -1.32
H 0.51 0.64 -0.64
H 1.35 1.61 -3.05
H 0.08 2.30 -2.03
H 2.53 1.01 0.98
H 1.24 2.14 1.01
H 1.80 2.94 -1.94
H 2.76 2.47 0.05
```

[2]
# C6H9N

An isolated molecule of C6H9N at a distorted geometry (ωB97M-V with the def2-TZVPD basis set, OMol25).

As for the SMILES: [H]/N=C(C)/C=C\C=C. The gap between HOMO and LUMO is 8.5 eV. The value obtained for the HOMO energy is -0.2978 Ha.

```
16
C6H9N ωB97M-V with the def2-TZVPD basis set
C 2.53 -0.40 0.09
C 1.06 -0.03 0.08
C 0.18 -0.73 -0.87
C -1.18 -0.72 -0.89
C -2.14 -0.19 0.06
C -2.25 1.02 0.63
N 0.58 0.89 0.84
H 2.73 -1.17 0.85
H 2.87 -0.80 -0.87
H 3.14 0.48 0.33
H 0.69 -1.34 -1.62
H -1.64 -1.29 -1.69
H -1.73 1.90 0.29
H -3.23 -0.16 -0.12
H -3.05 1.14 1.37
H 1.32 1.26 1.44
```

[3]
# CH3OP

An isolated molecule of CH3OP at a distorted geometry (ωB97M-V with the def2-TZVPD basis set, OMol25).

As for the SMILES: C1OP1. The gap between HOMO and LUMO is 10.4 eV. The value obtained for the HOMO energy is -0.3540 Ha.

```
6
CH3OP ωB97M-V with the def2-TZVPD basis set
C 0.21 0.34 -0.22
O -0.37 -0.06 -1.38
P -1.56 0.08 -0.29
H 0.89 -0.28 0.18
H 0.73 1.47 -0.29
H -1.60 -1.33 -0.10
```

[4]
# C19H28LaN4S2

A structure of composition C19H28LaN4S2 at a distorted geometry (ωB97M-V with the def2-TZVPD basis set, OMol25).

Its net charge is +3. The gap between HOMO and LUMO is 5.8 eV. The value obtained for the HOMO energy is -0.6322 Ha.

```
54
C19H28LaN4S2 ωB97M-V with the def2-TZVPD basis set
La -0.16 -0.39 -0.24
S -1.25 2.33 -0.60
S -1.17 -3.12 -0.54
C -3.09 2.31 -0.71
C -0.71 2.35 -2.37
C -1.11 1.11 -3.19
N -0.43 -0.15 -2.71
C -1.04 -1.48 -3.09
C -0.57 -2.71 -2.28
H 0.38 2.52 -2.37
H -1.19 3.23 -2.83
H -0.77 1.29 -4.22
H -2.20 0.94 -3.17
H -0.70 -1.69 -4.12
H -2.14 -1.37 -3.11
H 0.53 -2.78 -2.25
H -0.94 -3.59 -2.81
C -2.96 -2.69 -0.54
H 0.52 -0.13 -3.13
H -3.12 -1.79 -1.16
H -3.24 -2.48 0.51
H -3.54 -3.55 -0.91
H -3.42 2.22 0.34
H -3.35 1.41 -1.28
H -3.52 3.22 -1.15
C 5.11 0.10 -2.17
C 5.22 0.14 -0.83
H 5.06 1.02 -2.77
H 5.11 -0.85 -2.71
H 5.27 1.09 -0.29
H 5.29 -0.77 -0.24
C -1.88 -2.71 4.96
C -2.31 -1.37 4.98
C -1.93 -0.47 3.97
C -1.01 -0.91 2.99
C -0.69 -2.28 2.89
C -1.09 -3.16 3.89
N -0.37 -0.09 2.03
N 0.27 1.04 2.33
C 1.33 1.52 1.54
C 2.09 2.54 2.12
C 3.05 3.22 1.39
C 3.18 2.90 0.03
C 2.39 1.90 -0.53
N 1.56 1.12 0.22
H -2.15 -3.40 5.77
H -2.96 -1.04 5.79
H -2.34 0.53 3.91
H -0.11 -2.63 2.02
H -0.78 -4.21 3.83
H 1.85 2.72 3.15
H 3.70 3.95 1.86
H 3.91 3.40 -0.59
H 2.45 1.69 -1.60
```

[5]
# C20H45BrNO10P

A cluster of 5 separate species, C20H45BrNO10P in total (ωB97M-V with the def2-TZVPD basis set, OMol25).

As for the SMILES: NC(=O)CC[C@@H](OC(=O)CCOC=O)P(O)Br.CC(C)O.CC(C)O.CC(C)O.CC(C)O. The gap between HOMO and LUMO is 9.6 eV. The value obtained for the HOMO energy is -0.3416 Ha.

```
78
C20H45BrNO10P ωB97M-V with the def2-TZVPD basis set
N -2.02 2.73 -1.02
C -1.69 1.54 -0.33
O -1.71 1.50 0.88
C -1.41 0.31 -1.16
C -0.65 -0.79 -0.42
C 0.86 -0.84 -0.64
O 1.16 -0.76 -2.04
C 1.25 -1.91 -2.73
O 1.06 -2.99 -2.24
C 1.54 -1.67 -4.18
C 0.42 -2.25 -5.03
O -0.65 -1.30 -5.02
C -1.91 -1.76 -4.91
O -2.83 -1.07 -4.61
P 2.04 0.37 0.19
O 1.21 0.70 1.56
Br 1.52 2.23 -0.97
H -1.23 3.36 -1.03
H -2.24 2.52 -1.99
H -2.40 -0.08 -1.44
H -0.93 0.58 -2.11
H -1.03 -1.76 -0.76
H -0.89 -0.72 0.64
H 1.21 -1.81 -0.25
H 1.64 -0.60 -4.37
H 2.48 -2.18 -4.42
H 0.08 -3.20 -4.59
H 0.75 -2.44 -6.05
H -2.00 -2.85 -5.10
H 0.83 -0.09 1.98
C -6.11 2.56 1.57
C -5.46 1.80 2.72
C -4.37 2.63 3.39
O -4.92 0.56 2.27
H -5.36 2.80 0.81
H -6.88 1.95 1.11
H -6.56 3.49 1.92
H -6.22 1.53 3.46
H -3.58 2.85 2.67
H -3.91 2.07 4.21
H -4.76 3.57 3.78
H -4.22 0.77 1.64
C 4.85 5.74 1.60
C 5.25 4.36 1.07
C 5.91 4.45 -0.29
O 4.12 3.49 1.04
H 4.13 6.20 0.93
H 4.39 5.65 2.58
H 5.71 6.39 1.68
H 5.94 3.89 1.78
H 5.21 4.88 -1.02
H 6.19 3.46 -0.64
H 6.80 5.08 -0.26
H 3.47 3.85 0.42
C 2.67 -5.94 -5.79
C 3.86 -5.26 -5.13
C 4.74 -6.26 -4.41
O 3.43 -4.23 -4.25
H 2.04 -6.42 -5.04
H 2.05 -5.20 -6.32
H 2.98 -6.69 -6.51
H 4.45 -4.74 -5.89
H 4.18 -6.76 -3.61
H 5.59 -5.76 -3.95
H 5.12 -7.03 -5.09
H 2.89 -4.63 -3.55
C -3.33 -0.61 5.79
C -3.65 0.26 6.99
C -2.39 0.78 7.67
O -4.48 -0.43 7.92
H -2.77 -1.49 6.09
H -4.25 -0.95 5.30
H -2.74 -0.06 5.05
H -4.26 1.11 6.67
H -1.79 -0.06 8.04
H -2.65 1.41 8.52
H -1.78 1.36 6.98
H -3.99 -1.20 8.23
```

[6]
# C19H46N3O11V

A structure of composition C19H46N3O11V at a distorted geometry (ωB97M-V with the def2-TZVPD basis set, OMol25).

The gap between HOMO and LUMO is 8.4 eV. The value obtained for the HOMO energy is -0.2905 Ha.

```
80
C19H46N3O11V ωB97M-V with the def2-TZVPD basis set
O -1.90 -0.82 -1.49
V -1.39 -0.53 -0.02
O -0.58 0.85 -0.19
O -5.04 -0.66 1.79
C -3.91 -0.62 1.11
O -3.10 -1.54 1.22
O -3.50 0.39 0.54
H -5.38 0.24 1.81
C -1.85 -4.91 -2.31
O -0.78 -4.41 -1.39
C -1.24 -4.04 -0.11
C -0.15 -3.25 0.64
N 0.34 -2.05 -0.03
C 1.37 -1.31 0.73
C 0.91 -0.99 2.13
O -0.39 -0.42 2.10
C -0.90 -0.18 3.39
H -2.05 -5.94 -1.99
H -1.45 -5.00 -3.32
H -2.71 -4.24 -2.30
H -1.37 -5.01 0.37
H -2.22 -3.57 -0.19
H 0.69 -3.93 0.78
H -0.53 -3.08 1.65
H 0.85 -2.35 -0.84
H 1.59 -0.40 0.17
H 2.33 -1.83 0.71
H 1.66 -0.30 2.53
H 0.96 -1.90 2.74
H -0.18 0.16 4.14
H -1.28 -1.06 3.90
H -1.73 0.52 3.28
C -4.18 6.57 -3.30
O -3.78 5.66 -2.32
C -2.79 4.79 -2.83
C -2.15 3.91 -1.72
N -1.59 4.67 -0.69
C -1.17 3.91 0.51
C -1.17 4.77 1.78
O -2.56 5.15 2.07
C -2.69 5.69 3.39
H -3.31 7.20 -3.52
H -4.96 7.22 -2.89
H -4.59 6.11 -4.20
H -1.97 5.38 -3.25
H -3.18 4.22 -3.68
H -1.44 3.18 -2.12
H -3.04 3.35 -1.44
H -2.31 5.32 -0.40
H -0.20 3.47 0.32
H -1.91 3.14 0.72
H -0.52 5.63 1.62
H -0.73 4.26 2.64
H -2.76 4.92 4.16
H -3.61 6.28 3.36
H -1.84 6.30 3.69
C 0.68 -2.21 -3.59
O 1.46 -2.55 -2.51
C 2.83 -2.94 -2.81
C 3.79 -3.19 -1.55
N 4.35 -1.94 -1.02
C 5.53 -2.18 -0.15
C 5.28 -2.63 1.28
O 4.93 -1.57 2.20
C 4.89 -1.99 3.57
H 0.50 -3.12 -4.15
H 1.21 -1.63 -4.35
H -0.27 -1.79 -3.28
H 3.26 -2.16 -3.44
H 2.75 -3.74 -3.54
H 4.56 -3.91 -1.85
H 3.22 -3.61 -0.72
H 4.63 -1.21 -1.66
H 6.11 -1.26 -0.10
H 6.24 -2.85 -0.63
H 6.24 -2.99 1.65
H 4.47 -3.35 1.29
H 4.61 -1.13 4.19
H 5.91 -2.16 3.89
H 4.19 -2.78 3.84
```

[7]
# C2H6NO

A cluster of 2 separate species, C2H6NO in total (ωB97M-V with the def2-TZVPD basis set, OMol25).

Its net charge is -1. The gap between HOMO and LUMO is 5.9 eV. The value obtained for the HOMO energy is -0.0397 Ha.

```
10
C2H6NO ωB97M-V with the def2-TZVPD basis set
O 1.11 -1.86 0.69
H 0.80 -1.13 0.11
C -1.47 0.24 -0.51
C 0.40 1.50 0.06
N -0.18 0.50 -0.59
H -1.91 -0.53 -1.15
H -2.12 0.87 0.11
H 0.62 -1.69 1.51
H 1.45 1.70 -0.14
H -0.21 2.16 0.68
```

[8]
# C22H42BrIN3O2

A cluster of 3 separate species, C22H42BrIN3O2 in total (ωB97M-V with the def2-TZVPD basis set, OMol25).

Its net charge is +1. Its expectation value of S² is 2.008. The gap between HOMO and LUMO (alpha / beta) is 5.6 / 6.9 eV. The value obtained for the HOMO energy (alpha / beta) is -0.3661 / -0.4130 Ha. As for the multiplicity: 3.

```
71
C22H42BrIN3O2 ωB97M-V with the def2-TZVPD basis set
Br -3.67 0.77 5.68
C -2.37 1.53 4.48
C -2.22 2.99 4.74
N -1.01 3.36 4.57
C -0.19 2.22 4.06
C -0.92 1.07 4.73
I -0.36 -0.82 4.05
H -2.70 1.35 3.44
H -2.99 3.68 5.08
H -0.66 4.29 4.77
H -0.40 2.19 2.98
H 0.88 2.32 4.18
H -0.78 1.13 5.81
C -4.25 1.67 -1.57
C -3.01 1.52 -0.66
C -1.77 1.00 -1.40
C -1.74 -0.50 -1.68
C -2.02 -1.29 -0.42
C -3.35 -0.91 0.24
N -3.28 0.59 0.49
O -2.64 0.89 1.56
C -4.52 -1.33 -0.65
C -3.52 -1.60 1.58
C -2.70 2.90 -0.09
H -5.00 0.91 -1.42
H -4.74 2.63 -1.38
H -3.96 1.66 -2.62
H -0.89 1.24 -0.80
H -1.67 1.57 -2.33
H -2.43 -0.77 -2.48
H -0.74 -0.75 -2.04
H -2.05 -2.37 -0.62
H -1.21 -1.12 0.30
H -5.47 -1.00 -0.23
H -4.53 -2.42 -0.68
H -4.45 -0.98 -1.68
H -2.67 -1.39 2.23
H -3.59 -2.68 1.41
H -4.43 -1.27 2.09
H -3.51 3.25 0.55
H -2.61 3.59 -0.93
H -1.77 2.92 0.46
C 4.32 -3.03 -0.77
C 3.28 -2.37 -1.69
C 3.84 -2.04 -3.09
C 4.70 -0.79 -3.18
C 3.99 0.40 -2.55
C 3.59 0.14 -1.10
N 2.73 -1.11 -1.09
O 1.52 -0.87 -1.42
C 4.83 0.03 -0.22
C 2.74 1.28 -0.55
C 2.13 -3.36 -1.85
H 4.69 -2.38 0.01
H 3.87 -3.89 -0.26
H 5.18 -3.40 -1.34
H 2.99 -1.92 -3.77
H 4.39 -2.92 -3.44
H 5.68 -0.95 -2.73
H 4.89 -0.58 -4.24
H 4.63 1.29 -2.57
H 3.10 0.64 -3.13
H 4.57 -0.22 0.81
H 5.32 1.00 -0.22
H 5.56 -0.69 -0.58
H 1.88 1.49 -1.19
H 3.36 2.18 -0.50
H 2.39 1.05 0.45
H 1.62 -3.52 -0.90
H 2.55 -4.31 -2.18
H 1.40 -3.03 -2.58
```

[9]
# C4H4N2O2

A structure of composition C4H4N2O2 at a distorted geometry (ωB97M-V with the def2-TZVPD basis set, OMol25).

The gap between HOMO and LUMO is 9.5 eV. The value obtained for the HOMO energy is -0.3262 Ha.

```
12
C4H4N2O2 ωB97M-V with the def2-TZVPD basis set
C 0.27 -0.42 0.19
C -0.48 1.65 -1.00
C 1.66 -0.96 0.07
C 2.78 -1.34 -0.13
H -2.46 -1.25 1.31
H -1.82 0.74 1.17
H -0.19 2.73 -1.31
H 3.89 -1.49 -0.48
N -1.65 -0.53 1.41
N -0.53 -1.10 0.92
O 0.41 0.96 -0.17
O -1.60 1.18 -1.31
```

[10]
# C3H4N2O

An isolated molecule of C3H4N2O (ωB97M-V with the def2-TZVPD basis set, OMol25).

As for the SMILES: [H]/N=N/C(O)=C=C. The gap between HOMO and LUMO is 8.6 eV. The value obtained for the HOMO energy is -0.3182 Ha.

```
10
C3H4N2O ωB97M-V with the def2-TZVPD basis set
O 2.36 0.09 -0.16
C 1.02 0.11 0.06
N 0.30 -1.10 -0.12
N -0.93 -0.99 0.03
C -1.07 0.99 0.20
C 0.27 1.16 0.41
H 2.64 -0.82 -0.31
H -1.42 -1.86 -0.18
H -1.90 1.15 0.89
H -1.26 1.29 -0.83
```

[11]
# C30H44ClMnN2O2Te2

A structure of composition C30H44ClMnN2O2Te2 (ωB97M-V with the def2-TZVPD basis set, OMol25).

Its net charge is +1. Its expectation value of S² is 8.754. The gap between HOMO and LUMO (alpha / beta) is 7.5 / 8.0 eV. The value obtained for the HOMO energy (alpha / beta) is -0.3630 / -0.3809 Ha. As for the multiplicity: 6.

```
82
C30H44ClMnN2O2Te2 ωB97M-V with the def2-TZVPD basis set
Mn 0.77 -1.76 -2.08
C 0.52 -2.32 2.00
C 0.74 -2.01 0.55
O 1.38 -2.79 -0.18
N 0.19 -0.96 -0.08
Te -0.80 0.58 0.63
C 0.31 1.66 2.07
C 1.68 1.53 2.33
C 2.60 0.55 1.66
C 2.24 2.39 3.27
C 1.51 3.37 3.92
C 2.15 4.29 4.92
C 0.17 3.52 3.58
C -0.44 2.69 2.66
C -1.89 2.94 2.32
C -2.34 -0.41 1.70
C -2.40 -0.62 3.08
C -1.36 -0.16 4.07
C -3.51 -1.29 3.59
C -4.53 -1.76 2.78
C -5.71 -2.48 3.35
C -4.43 -1.54 1.41
C -3.36 -0.87 0.84
C -3.32 -0.70 -0.65
H 0.91 -3.31 2.23
H -0.54 -2.28 2.23
H 1.03 -1.59 2.63
H 2.19 0.12 0.75
H 2.88 -0.26 2.34
H 3.53 1.07 1.40
H 3.30 2.28 3.49
H 3.15 3.95 5.20
H 1.55 4.36 5.83
H 2.24 5.30 4.51
H -0.41 4.30 4.05
H -2.26 3.81 2.86
H -2.54 2.10 2.57
H -2.03 3.16 1.25
H -0.35 -0.15 3.66
H -1.36 -0.82 4.94
H -1.57 0.85 4.44
H -3.56 -1.47 4.66
H -5.62 -2.61 4.43
H -5.82 -3.46 2.89
H -6.63 -1.93 3.16
H -5.22 -1.91 0.75
H -4.21 -1.13 -1.10
H -2.47 -1.22 -1.10
H -3.29 0.35 -0.95
Cl -1.15 -3.02 -2.71
C -1.20 3.92 -4.56
C -0.65 2.62 -4.08
C -1.20 1.40 -4.47
C -0.67 0.22 -3.98
N 0.37 0.18 -3.14
C 0.90 1.35 -2.76
C 0.43 2.57 -3.19
H -1.81 3.79 -5.45
H -0.40 4.63 -4.78
H -1.83 4.37 -3.79
H -2.03 1.37 -5.16
H -1.10 -0.74 -4.25
H 1.74 1.28 -2.08
H 0.91 3.48 -2.86
C 0.70 -2.57 -5.94
Te 2.28 -2.64 -4.52
C 2.01 -4.72 -4.12
H -0.20 -2.93 -5.46
H 0.96 -3.19 -6.80
H 0.58 -1.54 -6.26
H 2.42 -5.31 -4.93
H 0.95 -4.89 -3.99
H 2.53 -4.95 -3.19
C 5.60 -1.08 -1.36
C 4.27 -0.39 -1.49
O 3.20 -1.33 -1.65
H 6.41 -0.35 -1.31
H 5.78 -1.73 -2.22
H 5.65 -1.69 -0.45
H 4.24 0.23 -2.39
H 4.08 0.26 -0.63
H 3.20 -1.95 -0.91
```

[12]
# C4H10N2O2

A cluster of 2 separate species, C4H10N2O2 in total at a distorted geometry (ωB97M-V with the def2-TZVPD basis set, OMol25).

As for the SMILES: C/C=C(\N)[N+](=O)[O-].C. The gap between HOMO and LUMO is 8.5 eV. The value obtained for the HOMO energy is -0.3286 Ha.

```
18
C4H10N2O2 ωB97M-V with the def2-TZVPD basis set
C -2.78 0.83 -0.66
C 3.14 -0.38 2.01
C -1.48 1.53 -0.27
C -0.71 1.23 0.75
N -1.00 0.25 1.63
N 0.40 2.10 1.06
O 0.81 2.86 0.18
O 0.81 2.10 2.21
H -3.59 1.42 -0.32
H -2.84 -0.04 0.05
H -2.83 0.59 -1.67
H 2.46 0.19 1.38
H 3.01 -1.39 1.85
H 4.21 -0.17 1.77
H 2.76 -0.32 3.00
H -1.16 2.39 -0.92
H -0.25 0.33 2.34
H -1.97 0.00 1.89
```

In order of appearance, total energy = -10629.2681 -7854.7938 -12419.6660 -48619.4590 -122767.5852 -73126.1777 -5707.5459 -110194.0464 -11282.3604 -8198.8262 -97325.3752 -11381.2911 eV.